{"formula": "C42H53BrN3O3PSi2", "method": "ωB97M-V with the def2-TZVPD basis set", "symbols": ["C", "C", "C", "Si", "O", "Si", "N", "O", "N", "O", "P", "N", "C", "Br", "C", "C", "H", "H", "H", "H", "H", "H", "H", "H", "H", "H", "H", "H", "H", "H", "H", "H", "H", "C", "C", "C", "C", "C", "C", "H", "H", "H", "H", "H", "H", "C", "C", "C", "C", "C", "C", "H", "H", "H", "H", "H", "H", "C", "C", "C", "C", "C", "C", "H", "H", "H", "H", "H", "H", "C", "C", "C", "C", "C", "C", "H", "H", "H", "H", "H", "H", "C", "C", "C", "C", "C", "C", "H", "H", "H", "H", "H", "H", "C", "C", "C", "C", "C", "C", "H", "H", "H", "H", "H", "H"], "positions_angstrom": [[1.7186, -3.0864, 2.6327], [0.9765, -2.8714, 1.5674], [-0.0821, -1.7972, 1.6414], [-0.3210, -0.8598, 0.0155], [0.5470, -1.5205, -1.2625], [2.0998, -1.0146, -1.5149], [3.0316, -0.9192, -0.0672], [2.8661, -2.0465, -2.6266], [2.1222, -3.2389, -2.8916], [2.2116, -4.0225, -2.0367], [-2.4890, -1.1701, -0.4967], [-3.4280, -0.6773, 0.6915], [0.0396, 0.9435, 0.3783], [-0.3175, 2.0851, -1.1917], [-0.7988, 1.4356, 1.5843], [0.1389, 2.0844, 2.6039], [2.7879, -3.2074, 2.5894], [1.2006, -3.0831, 3.5792], [1.0649, -3.4310, 0.6474], [-1.0388, -2.2815, 1.8817], [0.0949, -1.1085, 2.4528], [2.0603, 0.3156, -2.1335], [3.3581, 0.0197, 0.1240], [3.8150, -1.5618, -0.0892], [-2.7509, -0.5775, -1.7549], [-2.5997, -2.5716, -0.6941], [-4.0576, 0.0283, 0.3190], [1.0687, 1.1447, 0.6379], [-1.5031, 2.1970, 1.2823], [-1.3264, 0.6066, 2.0421], [0.7416, 1.3293, 3.0988], [-0.3982, 2.6532, 3.3478], [0.8465, 2.7039, 2.0622], [1.4698, 7.1722, -3.1552], [1.9626, 7.0959, -4.4502], [2.0509, 5.8660, -5.0884], [1.6388, 4.7141, -4.4353], [1.1401, 4.7913, -3.1423], [1.0592, 6.0185, -2.5000], [1.4031, 8.1310, -2.6569], [2.2764, 7.9957, -4.9639], [2.4397, 5.8066, -6.0973], [1.7025, 3.7548, -4.9344], [0.8134, 3.8912, -2.6388], [0.6741, 6.0763, -1.4896], [-2.0527, -3.0912, 6.2719], [-1.5631, -3.1620, 4.9750], [-1.5415, -4.3773, 4.3046], [-2.0175, -5.5190, 4.9332], [-2.5125, -5.4490, 6.2271], [-2.5260, -4.2347, 6.8989], [-2.0680, -2.1428, 6.7935], [-1.1997, -2.2667, 4.4847], [-1.1550, -4.4314, 3.2934], [-2.0068, -6.4661, 4.4116], [-2.8865, -6.3411, 6.7131], [-2.9070, -4.1792, 7.9107], [-1.1321, 1.2826, -5.4621], [-0.8438, 0.9581, -6.7803], [-0.1306, -0.1970, -7.0713], [0.2872, -1.0323, -6.0445], [-0.0037, -0.7094, -4.7266], [-0.7096, 0.4499, -4.4343], [-1.6853, 2.1859, -5.2352], [-1.1750, 1.6066, -7.5818], [0.0990, -0.4469, -8.0993], [0.8393, -1.9356, -6.2712], [0.3195, -1.3629, -3.9264], [-0.9309, 0.7082, -3.4053], [-3.1253, 7.6447, -6.9472], [-2.1254, 7.4637, -6.0016], [-1.1440, 6.5030, -6.2027], [-1.1590, 5.7286, -7.3541], [-2.1568, 5.9114, -8.3019], [-3.1422, 6.8669, -8.0967], [-3.8923, 8.3923, -6.7886], [-2.1105, 8.0718, -5.1058], [-0.3714, 6.3569, -5.4640], [-0.3907, 4.9812, -7.5123], [-2.1669, 5.3081, -9.2010], [-3.9232, 7.0062, -8.8333], [-0.0463, 0.1035, 7.4767], [0.6548, 0.2043, 6.2838], [1.6056, 1.2021, 6.1202], [1.8613, 2.0936, 7.1522], [1.1617, 1.9907, 8.3462], [0.2054, 0.9982, 8.5072], [-0.7892, -0.6731, 7.6041], [0.4602, -0.4963, 5.4803], [2.1492, 1.2842, 5.1875], [2.6062, 2.8689, 7.0259], [1.3619, 2.6851, 9.1521], [-0.3433, 0.9209, 9.4370], [-0.0183, -7.9446, 2.8722], [1.1977, -8.4023, 3.3607], [2.3794, -8.0522, 2.7247], [2.3468, -7.2331, 1.6058], [1.1326, -6.7719, 1.1211], [-0.0530, -7.1306, 1.7497], [-0.9375, -8.2233, 3.3709], [1.2236, -9.0335, 4.2398], [3.3264, -8.4149, 3.1036], [3.2688, -6.9521, 1.1127], [1.1097, -6.1291, 0.2495], [-1.0009, -6.7720, 1.3672]], "forces_ev_per_a": [[0.6168, -0.2933, 0.6217], [-0.8152, 0.6807, -0.5372], [-1.1521, -1.4057, -0.4228], [0.1310, -0.6843, 0.0733], [0.4238, 0.4329, 0.5661], [0.6226, 0.4736, -0.5139], [-0.1401, -0.0727, -0.6280], [-0.8198, 0.1437, 0.7661], [0.1145, -0.5744, -0.3115], [-0.0160, 0.2086, -0.0500], [-0.7017, 0.3825, 0.6660], [0.3062, 0.1442, -0.5192], [-0.7913, 0.3267, -0.0406], [0.0086, -0.2196, 0.3251], [0.7170, 0.2515, 0.2994], [0.1267, -0.5059, -0.3666], [0.0911, -1.5124, 0.0573], [0.4625, 1.2962, 0.6289], [0.9062, 0.6516, -0.6102], [-0.3858, 0.2713, -0.1740], [0.2986, 0.1987, 0.2267], [-0.0507, -0.0235, -0.0244], [0.1142, -0.0868, 0.1176], [-0.0070, 0.0408, 0.3599], [0.1895, -0.3622, -0.1139], [0.2181, 0.0863, -0.4120], [-0.1495, -0.0199, 0.3290], [0.4253, -0.2150, -0.2710], [-0.4187, -0.1729, -0.2745], [-0.4193, -0.0089, 0.0122], [0.0554, -0.1852, 0.2557], [-0.0545, 0.1954, 0.2229], [0.0228, 0.5111, 0.0825], [-0.0181, 0.0111, -0.0004], [0.0837, 0.0200, 0.0108], [0.1475, 0.0027, 0.0003], [0.0296, -0.0407, -0.0396], [-0.0343, -0.0342, -0.0406], [-0.0315, 0.0136, -0.0041], [0.0027, 0.0000, -0.0020], [0.0003, -0.0024, -0.0013], [-0.0142, 0.0114, -0.0058], [-0.0150, -0.0050, 0.0100], [0.0973, 0.1116, -0.0471], [-0.0106, -0.0057, -0.0057], [0.0086, 0.0019, 0.0032], [0.0293, 0.0148, -0.0095], [-0.0024, 0.0636, -0.0031], [-0.0313, -0.0255, -0.0384], [0.0174, 0.0145, 0.0203], [-0.0076, 0.0044, 0.0231], [-0.0498, -0.0352, -0.0358], [-0.0266, 0.0034, -0.0031], [0.0252, -0.0404, 0.0155], [0.0109, 0.0030, -0.0099], [0.0038, 0.0004, 0.0006], [-0.0076, 0.0022, -0.0032], [-0.0028, 0.0322, 0.0215], [0.0196, 0.0232, -0.0243], [-0.0052, -0.0032, -0.0024], [0.0219, -0.0147, -0.0177], [0.0062, 0.0202, 0.0120], [-0.0584, -0.0294, 0.0101], [0.0020, 0.0026, -0.0061], [0.0011, 0.0045, 0.0042], [-0.0098, -0.0051, -0.0008], [0.0058, 0.0018, 0.0109], [-0.0333, -0.0216, -0.0204], [0.0166, -0.0776, -0.1432], [-0.0025, 0.0170, 0.0041], [-0.0316, 0.0036, -0.0231], [-0.1059, 0.0101, 0.0077], [0.0009, -0.0120, -0.0065], [0.0061, -0.0246, -0.0182], [-0.0114, 0.0069, -0.0110], [-0.0007, -0.0018, -0.0025], [0.0004, -0.0131, 0.0074], [-0.0112, 0.0007, 0.0400], [0.0010, -0.0015, 0.0121], [-0.0062, 0.0003, 0.0013], [0.0045, 0.0032, -0.0028], [-0.0199, 0.0020, 0.0115], [-0.0159, -0.0081, -0.0479], [0.0111, -0.0126, -0.0192], [0.0085, 0.0136, -0.0090], [-0.0006, 0.0187, 0.0196], [-0.0001, -0.0019, 0.0111], [0.0511, 0.0306, 0.0206], [0.0047, -0.0091, 0.0102], [0.0165, -0.0072, 0.0090], [-0.0018, 0.0001, 0.0018], [-0.0045, 0.0032, -0.0023], [0.0043, -0.0039, 0.0017], [0.0243, -0.0160, 0.0160], [-0.0310, -0.0415, 0.0441], [0.0284, 0.0093, 0.0288], [0.0255, 0.0088, -0.0131], [-0.0794, 0.0603, -0.0643], [0.0467, 0.0433, -0.0048], [-0.0015, -0.0333, -0.0210], [-0.0038, -0.0069, -0.0067], [-0.0022, 0.0057, 0.0068], [-0.0044, -0.0010, -0.0071], [-0.0019, -0.0157, -0.0097], [0.0024, -0.0028, -0.0033]], "lowdin_charge": [0.00, -0.25, -0.24, 0.36, -0.32, 0.28, -0.02, -0.20, -0.05, 0.07, 0.61, -0.36, -0.73, 0.77, -0.34, -0.10, 0.06, 0.05, 0.08, 0.07, 0.06, 0.02, 0.04, 0.05, -0.03, -0.03, -0.05, 0.04, 0.08, 0.07, 0.06, 0.08, 0.08, -0.10, -0.11, -0.12, -0.09, -0.11, -0.09, 0.10, 0.10, 0.11, 0.10, -0.01, 0.10, -0.09, -0.09, -0.08, -0.09, -0.09, -0.09, 0.08, 0.08, 0.09, 0.08, 0.10, 0.10, -0.09, -0.10, -0.10, -0.09, -0.09, -0.11, 0.10, 0.10, 0.10, 0.10, 0.07, 0.01, -0.10, -0.09, -0.08, -0.09, -0.10, -0.10, 0.10, 0.10, 0.07, 0.10, 0.10, 0.10, -0.09, -0.09, -0.10, -0.10, -0.10, -0.09, 0.08, 0.09, 0.09, 0.10, 0.10, 0.10, -0.11, -0.09, -0.09, -0.09, -0.10, -0.10, 0.09, 0.10, 0.10, 0.10, 0.09, 0.10], "max_force_ev_per_a": 1.87, "orbital_gap_ev": 7.9, "spin_multiplicity": 1, "homo_ev": -8.40, "energy_ha": -5516.519361}